30
Properties=species:S:1:pos:R:3:lowdin_charge:R:1 method="wB97M-V/def2-TZVPD" gap_ev=5.24 max_force_ev_per_a=3.6 homo_ha=-0.156 charge=-1 lumo_energy_ev=1.0
N 5.09643 0.89575 1.01808 -0.25
P 3.98544 0.41848 -0.01512 0.57
O 3.83009 1.56234 -1.25407 -0.25
O 4.55319 -1.02051 -0.73432 -0.26
B 2.25606 0.20563 0.82172 -0.57
C 1.14347 -0.05413 -0.39188 -0.30
C 0.36707 -1.42334 -0.28585 -0.29
C -0.32162 -1.66342 1.13232 -0.49
S -1.27345 -0.22092 1.75146 0.84
C -3.04538 -0.45970 1.31268 -1.00
S -3.96640 -1.54351 2.14001 0.68
N -3.63531 0.27631 0.21779 -0.18
C -3.86253 1.64496 0.00903 -0.05
C -4.44790 1.70699 -1.31883 -0.14
N -4.61214 0.41941 -1.88816 0.04
C -4.11550 -0.38635 -0.91790 -0.19
H 5.48698 1.80990 0.76354 -0.07
H 4.48468 2.27339 -1.15201 0.04
H 4.06854 -1.12143 -1.58031 0.04
H 2.00524 1.29356 1.27885 0.03
H 2.23083 -0.66007 1.64237 0.02
H 0.43090 0.81038 -0.44595 0.07
H 1.70044 -0.07957 -1.38099 0.06
H 1.04135 -2.30266 -0.50428 0.11
H -0.49245 -1.41405 -1.02886 0.09
H -0.98143 -2.57403 0.99112 0.08
H 0.48707 -2.00461 1.83915 0.07
H -3.62940 2.45340 0.72775 0.11
H -4.73217 2.65345 -1.82291 0.09
H -4.05210 -1.49566 -0.92444 0.12

***

13
Properties=species:S:1:pos:R:3:lowdin_charge:R:1 method="wB97M-V/def2-TZVPD" gap_ev="7.45 / 7.73" max_force_ev_per_a=1.8 homo_ha="-0.262 / -0.267" lumo_energy_ev="0.3 / 0.5"
O -2.06273 -0.64552 0.75980 -0.04
C -1.28133 0.01045 -0.21191 -0.39
C -0.21100 0.96106 0.36729 -0.05
N 0.79097 0.12634 -0.31821 -0.18
C 2.03595 -0.02032 -0.00085 0.00
C -0.16605 -0.76004 -0.83278 -0.05
H -1.54687 -1.41225 1.04800 0.09
H -1.95312 0.48811 -0.91873 0.13
H -0.04179 0.92163 1.44430 0.12
H -0.30647 2.00520 0.03965 0.13
H 2.30263 0.24932 1.01406 0.08
H 2.56208 -0.78936 -0.54450 0.08
H -0.12227 -1.13462 -1.84612 0.09

***

90
Properties=species:S:1:pos:R:3:lowdin_spin:R:1 method="wB97M-V/def2-TZVPD" gap_ev="7.49 / 8.06" max_force_ev_per_a=5.2 spin_multiplicity=3 homo_ha="-0.381 / -0.402" charge=+1 lumo_energy_ev="-2.9 / -2.9"
C -5.94281 2.74584 5.81065 0.00
C -5.77946 1.08653 5.92801 0.00
Cl -4.77243 0.26198 7.29749 0.00
C -6.43775 0.21196 4.87825 0.00
Cl -7.45691 0.99211 3.49294 0.00
C -6.24308 -1.44719 4.91249 0.00
C -4.77699 -1.70920 4.15872 0.00
N -4.53309 -3.19958 4.22811 0.00
C -3.12287 -3.63938 3.91192 0.00
C -2.38103 -2.81224 2.70879 0.00
C -2.96789 -3.18131 1.18643 0.00
F -3.99842 -2.18908 0.73605 0.00
C -5.61608 -3.87725 3.41336 0.00
C -7.14942 -3.42937 3.80234 0.00
O -7.32413 -1.99528 4.08043 0.00
H -5.69825 2.98247 4.66577 0.00
H -7.03182 3.08414 6.06934 0.00
H -5.10625 3.27115 6.44186 0.00
H -6.18888 -1.86725 6.00241 0.00
H -4.96150 -1.45005 3.00843 0.00
H -3.91375 -1.04423 4.59741 0.00
H -4.71077 -3.48052 5.24040 0.00
H -2.48619 -3.55282 4.90891 0.00
H -3.19693 -4.78821 3.59643 0.00
H -2.29759 -1.64740 2.88745 0.00
H -1.25217 -3.20121 2.68600 0.00
H -3.40070 -4.27088 1.18355 0.00
H -2.06433 -3.11774 0.43637 0.00
H -5.50637 -5.03409 3.57178 0.00
H -5.49470 -3.68324 2.25548 0.00
H -7.60354 -4.13032 4.65455 0.00
H -7.81105 -3.65974 2.83640 0.00
C -2.33003 -0.16934 -4.02323 0.00
C -1.73985 -0.31792 -2.59364 0.02
C -1.36940 1.08610 -2.04642 0.01
C -0.14028 1.68291 -2.72510 0.00
C 1.04599 0.72363 -2.66048 0.01
C 0.72614 -0.71624 -3.14748 0.02
N -0.56507 -1.25532 -2.60557 0.33
O -0.33096 -1.65478 -1.27630 0.59
C 0.68871 -0.76020 -4.69801 0.00
C 1.95977 -1.61647 -2.79462 0.00
C -2.94185 -0.87962 -1.76745 0.00
H -3.35576 0.21981 -3.99082 0.00
H -1.78568 0.53263 -4.65310 0.00
H -2.37543 -1.13846 -4.53644 0.00
H -1.18210 1.03197 -0.96709 0.00
H -2.21406 1.77535 -2.17175 0.00
H -0.35774 1.94141 -3.76605 0.00
H 0.12854 2.62204 -2.22827 0.00
H 1.87274 1.14385 -3.24591 0.00
H 1.39062 0.68886 -1.61604 0.00
H 0.34480 -1.73886 -5.05533 0.00
H 1.68541 -0.59814 -5.12370 0.00
H 0.06030 0.00766 -5.14375 0.00
H 2.21354 -1.58279 -1.72905 0.00
H 2.85649 -1.28563 -3.33168 0.00
H 1.78012 -2.66270 -3.07221 0.00
H -3.25304 -1.86131 -2.14515 0.00
H -3.80978 -0.21108 -1.83416 0.00
H -2.71886 -0.97794 -0.69912 0.00
C 7.81001 3.02618 -1.86707 0.00
C 6.64108 2.19756 -2.46799 0.02
C 5.48714 3.15646 -2.86408 0.01
C 4.74793 3.72670 -1.65747 0.00
C 4.26122 2.61383 -0.73214 0.01
C 5.35978 1.58860 -0.33869 0.02
N 6.19686 1.13758 -1.49945 0.31
O 5.44237 0.19491 -2.22294 0.62
C 6.28234 2.18725 0.75584 0.00
C 4.65172 0.40202 0.40121 0.00
C 7.26294 1.59341 -3.76845 0.00
H 8.36272 3.55948 -2.65110 0.00
H 7.48827 3.80335 -1.17547 0.00
H 8.53317 2.37858 -1.35492 0.00
H 4.76490 2.63281 -3.50215 0.00
H 5.87603 3.98668 -3.46720 0.00
H 5.38556 4.42305 -1.10408 0.00
H 3.88703 4.31082 -2.00204 0.00
H 3.82922 3.06659 0.16854 0.00
H 3.43849 2.09111 -1.24273 0.00
H 7.13416 1.52567 0.95695 0.00
H 5.74529 2.31161 1.70294 0.00
H 6.66584 3.17598 0.51390 0.00
H 3.85359 -0.05055 -0.19806 0.00
H 4.17934 0.74174 1.33042 0.00
H 5.36914 -0.38418 0.66793 0.00
H 8.10421 0.93107 -3.53015 0.00
H 7.64379 2.38580 -4.42553 0.00
H 6.53971 1.02786 -4.36662 0.00